Run i
Molecular formula: C5H16N2O
Method: DFT, ωB97M-V/def2-TZVPD

Results
Gap between HOMO and LUMO in eV: 9.46
Charge: 0
SMILES: C[C@@H](CN)N(C)C.O

Last column: Löwdin charge in e.
Element x y z (Å)
C (1.188, -0.427, -1.398)  -0.0760
N (0.698, -0.724, -0.044)  -0.2575
C (1.721, -1.210, 0.862)  -0.0962
C (0.652, 1.695, 0.701)  -0.0636
C (-0.099, 0.356, 0.579)  -0.3723
C (-1.413, 0.578, -0.163)  -0.2450
N (-2.163, 1.710, 0.355)  0.0122
H (0.448, -0.734, -2.136)  0.0789
H (1.342, 0.645, -1.556)  0.0762
H (2.145, -0.913, -1.559)  0.0801
H (1.288, -1.888, 1.600)  0.0845
H (2.499, -1.741, 0.334)  0.0777
H (2.167, -0.420, 1.479)  0.0756
H (1.715, 1.551, 0.882)  0.0676
H (0.626, 2.229, -0.250)  0.0698
H (0.222, 2.317, 1.469)  0.0699
H (-0.274, -0.003, 1.587)  0.1345
H (-2.025, -0.320, -0.138)  0.0969
H (-1.153, 0.692, -1.217)  0.1115
H (-2.116, 2.545, -0.202)  0.0685
H (-3.114, 1.479, 0.590)  0.0643
H (-2.060, -2.636, -0.126)  0.0264
H (-0.768, -2.103, -0.725)  -0.0088
O (-1.526, -2.678, -0.924)  -0.0753


Run ii
Molecular formula: C5H16N2O
Method: DFT, ωB97M-V/def2-TZVPD

Results
Gap between HOMO and LUMO in eV: 9.63
Charge: 0
SMILES: CNCCCCN.O

Last column: Löwdin charge in e.
Element x y z (Å)
C (-1.017, 1.946, 1.673)  -0.2773
C (-0.463, 0.524, 1.805)  -0.2079
C (-0.988, -0.586, 0.909)  -0.1766
C (-0.123, -0.772, -0.435)  -0.2375
N (-1.075, -0.755, -1.535)  -0.1411
C (-0.605, -1.709, -2.586)  -0.1165
N (-0.011, 3.025, 1.593)  -0.0086
H (-1.770, 2.001, 0.875)  0.1113
H (-1.562, 2.121, 2.582)  0.0859
H (0.567, 0.694, 1.454)  0.0855
H (-0.400, 0.093, 2.805)  0.1081
H (-0.878, -1.512, 1.495)  0.0995
H (-2.051, -0.686, 0.711)  0.0967
H (0.620, 0.039, -0.490)  0.1047
H (0.377, -1.726, -0.305)  0.0933
H (-2.055, -0.841, -1.329)  0.0832
H (-0.498, -2.712, -2.145)  0.0773
H (-1.155, -1.573, -3.520)  0.0769
H (0.414, -1.366, -2.749)  0.0598
H (0.910, 2.655, 1.400)  0.0486
H (-0.298, 3.693, 0.904)  0.0515
H (3.577, -0.594, -0.530)  0.0298
H (2.643, -1.530, -1.308)  0.0030
O (3.562, -1.385, -1.071)  -0.0498


Run iii
Molecular formula: C5H16N2O
Method: DFT, ωB97M-V/def2-TZVPD

Results
Gap between HOMO and LUMO in eV: 9.51
Charge: 0
SMILES: C[C@H](N)CN(C)C.O

Last column: Löwdin charge in e.
Element x y z (Å)
C (0.228, -0.307, 0.241)  -0.1979
N (-0.690, -1.229, -0.440)  -0.2711
C (-1.544, -1.949, 0.507)  -0.0963
C (0.050, -2.195, -1.218)  -0.1279
C (-0.505, 0.926, 0.807)  -0.4124
C (-0.874, 1.877, -0.376)  -0.0459
N (0.329, 1.659, 1.722)  0.0277
H (0.959, -0.871, 0.839)  0.1255
H (0.787, 0.081, -0.623)  0.0809
H (-2.140, -1.262, 1.104)  0.0681
H (-0.884, -2.466, 1.219)  0.0871
H (-2.199, -2.650, 0.002)  0.0823
H (-0.677, -2.812, -1.759)  0.0824
H (0.716, -1.788, -1.975)  0.0848
H (0.618, -2.920, -0.610)  0.0859
H (-1.418, 0.604, 1.304)  0.1170
H (-0.102, 1.725, -1.132)  0.0641
H (-0.911, 2.915, -0.067)  0.0670
H (-1.839, 1.694, -0.850)  0.0729
H (0.968, 2.375, 1.432)  0.0683
H (0.107, 1.618, 2.695)  0.0649
H (2.342, 1.273, -0.813)  -0.0064
H (3.511, 2.212, -0.747)  0.0246
O (3.167, 1.491, -1.262)  -0.0456


run i ends up most stable, edging out the next structure by 11.2 kcal/mol.


Run i
Molecular formula: C5H16N2O
Method: DFT, ωB97M-V/def2-TZVPD

Results
Gap between HOMO and LUMO in eV: 9.27
Charge: 0
SMILES: C[C@H](N)CN(C)C.O

Last column: Löwdin charge in e.
Element x y z (Å)
N (-1.102, -0.812, 0.928)  0.0412
C (-0.926, 0.563, 0.412)  -0.4798
C (-1.343, 1.536, 1.514)  -0.0637
C (0.364, 0.850, -0.246)  -0.1495
N (1.272, -0.341, 0.122)  -0.2743
C (2.586, 0.143, 0.424)  -0.1259
C (1.353, -1.243, -0.999)  -0.1087
H (-0.242, -1.341, 1.064)  0.0629
H (-1.604, -0.948, 1.754)  0.0403
H (-1.685, 0.749, -0.444)  0.1211
H (-2.300, 1.418, 1.883)  0.0392
H (-0.561, 1.299, 2.378)  0.1239
H (-1.178, 2.524, 1.159)  0.0537
H (0.168, 0.929, -1.400)  0.1423
H (0.641, 1.899, -0.154)  0.1165
H (2.717, 0.791, 1.313)  0.0968
H (2.996, 0.642, -0.482)  0.0886
H (3.246, -0.737, 0.445)  0.0769
H (1.975, -2.136, -0.616)  0.1216
H (0.300, -1.811, -1.145)  0.1295
H (1.669, -0.913, -1.824)  0.0011
H (-1.118, -0.664, -1.672)  -0.0673
H (-2.507, -1.195, -1.459)  0.0869
O (-1.988, -0.443, -1.848)  -0.0733


Run ii
Molecular formula: C5H16N2O
Method: DFT, ωB97M-V/def2-TZVPD

Results
Gap between HOMO and LUMO in eV: 8.77
Charge: 0
SMILES: CCNC[C@H](C)N.O

Last column: Löwdin charge in e.
Element x y z (Å)
N (0.538, 1.006, 1.909)  0.0185
C (0.562, 1.304, 0.461)  -0.4272
C (1.643, 2.333, 0.101)  -0.0775
C (0.752, -0.023, -0.301)  -0.2150
N (-0.484, -0.715, -0.534)  -0.0734
C (-0.863, -1.178, -1.851)  -0.2856
C (-2.060, -0.441, -2.456)  -0.1062
H (1.485, 0.857, 2.239)  0.0778
H (0.160, 1.779, 2.444)  0.0736
H (-0.418, 1.693, 0.214)  0.1261
H (1.476, 2.760, -0.891)  0.0736
H (2.620, 1.842, 0.067)  0.0759
H (1.665, 3.157, 0.811)  0.0667
H (1.332, 0.157, -1.201)  0.1122
H (1.386, -0.637, 0.363)  0.1129
H (-0.804, -1.221, 0.273)  0.0761
H (-1.080, -2.253, -1.805)  0.1072
H (-0.017, -1.023, -2.529)  0.1037
H (-2.374, -0.951, -3.367)  0.0621
H (-2.858, -0.320, -1.742)  0.0595
H (-1.764, 0.561, -2.778)  0.0635
H (-0.115, -1.073, 2.439)  0.0161
H (-0.596, -2.465, 2.814)  0.0407
O (-0.127, -1.997, 2.113)  -0.0811


run ii ends up most stable, edging out the next structure by 68.9 kcal/mol.


Run i
Molecular formula: C5H16N2O
Method: DFT, ωB97M-V/def2-TZVPD

Results
Gap between HOMO and LUMO in eV: 8.59
Charge: 0

Last column: Löwdin charge in e.
Element x y z (Å)
C (1.170, 0.525, -0.554)  -0.5476
C (0.134, -0.354, 1.117)  -0.2039
C (0.957, -0.465, -1.674)  -0.0324
C (0.530, -1.824, 1.213)  -0.1832
N (2.486, 0.597, -0.135)  0.1080
N (0.561, 1.741, -0.765)  0.0907
H (2.918, -0.297, 0.047)  0.0906
H (2.676, 1.267, 0.598)  0.0955
H (-0.443, 1.612, -0.969)  0.0781
H (0.710, 2.424, -0.033)  0.0948
H (-0.824, -0.205, 1.631)  0.0575
H (0.755, 0.232, 1.809)  0.0545
H (1.534, -0.129, -2.539)  0.0907
H (-0.094, -0.507, -1.942)  0.0746
H (1.298, -1.454, -1.380)  0.0722
H (0.471, -2.219, 2.233)  0.0611
H (-0.096, -2.441, 0.563)  0.0652
H (1.564, -1.988, 0.888)  0.0471
C (-3.058, 0.725, 0.017)  -0.1794
O (-1.871, 0.454, -0.687)  -0.2392
H (-1.198, -0.104, -0.047)  0.0733
H (-2.882, 1.329, 0.918)  0.0759
H (-3.563, -0.199, 0.329)  0.0778
H (-3.736, 1.280, -0.638)  0.0779


Run ii
Molecular formula: C5H16N2O
Method: DFT, ωB97M-V/def2-TZVPD

Results
Gap between HOMO and LUMO in eV: 10.23
Charge: 0
SMILES: C[C@@H](N)CCCN.O

Last column: Löwdin charge in e.
Element x y z (Å)
C (-1.947, -2.556, -0.582)  -0.0688
C (-0.960, -1.345, -0.613)  -0.4741
C (-0.880, -0.416, 0.564)  -0.2076
C (0.395, -0.444, 1.432)  -0.1666
C (1.660, 0.320, 0.874)  -0.2977
N (2.009, 1.568, 1.437)  -0.0208
N (-1.220, -0.533, -1.801)  0.0022
H (-1.434, -3.417, -1.099)  0.0784
H (-2.852, -2.190, -1.102)  0.0690
H (-2.224, -2.922, 0.458)  0.0823
H (0.115, -1.736, -0.876)  0.1601
H (-1.826, -0.372, 1.160)  0.1247
H (-0.887, 0.597, 0.118)  0.0971
H (0.182, -0.105, 2.418)  0.0856
H (0.478, -1.486, 1.691)  0.0937
H (1.590, 0.445, -0.258)  0.1194
H (2.484, -0.295, 0.831)  0.0726
H (2.299, 1.607, 2.421)  0.0840
H (1.250, 2.256, 1.323)  0.0744
H (-0.999, -1.156, -2.544)  0.0574
H (-2.088, -0.034, -1.870)  0.0736
H (1.625, 2.639, -0.678)  -0.0495
H (0.526, 2.221, -1.576)  0.0329
O (0.828, 2.918, -0.990)  -0.0222


run ii ends up most stable, edging out the next structure by 25.2 kcal/mol.